# 1
Density functional theory data (the ωB97M-V functional and the def2-TZVPD basis) for the molecule C22H37N3O3.

Structure (XYZ):
```
65
Properties=species:S:1:pos:R:3:forces:R:3:lowdin_charge:R:1
C -2.459 -1.582 -1.595 0.016 0.014 0.011 -0.084
C -1.727 -1.711 -0.260 0.013 -0.010 0.023 -0.194
C -0.718 -2.877 -0.178 0.158 -0.024 -0.030 -0.368
C -1.392 -4.195 -0.604 0.000 0.033 0.015 -0.200
C -2.673 -4.542 0.146 0.003 -0.018 -0.005 -0.081
C 0.487 -2.604 -1.116 -0.070 -0.012 -0.007 -0.183
C 1.668 -3.561 -0.974 -0.043 0.005 0.010 -0.073
C -0.185 -3.082 1.259 -0.261 0.091 0.126 -0.399
O -0.097 -4.203 1.735 0.093 -0.008 -0.036 0.065
N 0.164 -2.017 2.047 0.121 -0.064 -0.038 0.012
C 0.652 -2.342 3.416 -0.098 0.019 -0.026 -0.047
C 0.856 -0.936 3.921 0.003 0.051 0.018 -0.300
O 1.736 -0.565 4.970 0.037 0.055 0.016 -0.050
N 2.070 0.785 4.662 -0.047 -0.036 0.037 0.138
C 1.854 1.009 3.422 -0.031 0.082 0.009 -0.214
C 2.202 2.343 2.829 -0.037 -0.003 -0.008 -0.094
N 1.272 2.748 1.791 -0.027 -0.104 0.017 0.080
C 1.373 2.251 0.526 0.175 0.305 -0.014 -0.468
O 2.262 1.472 0.228 -0.053 -0.076 -0.036 0.074
C 0.350 2.785 -0.470 -0.019 -0.100 -0.035 -0.241
C 0.763 4.193 -0.938 0.024 -0.024 0.002 -0.143
C -0.373 4.949 -1.634 0.020 -0.024 -0.009 -0.197
C -0.504 4.714 -3.142 0.001 -0.009 0.017 -0.204
C -0.285 3.275 -3.621 -0.008 0.003 0.008 -0.202
C -0.820 2.178 -2.698 0.007 -0.001 0.007 -0.189
C 0.164 1.773 -1.600 -0.003 0.028 0.024 -0.156
C 1.443 -0.249 2.724 0.135 -0.077 0.033 -0.178
C 0.424 -0.603 1.668 -0.087 -0.075 -0.067 -0.090
H -3.089 -0.691 -1.585 -0.005 -0.005 -0.006 0.076
H -1.763 -1.477 -2.429 0.001 0.001 0.005 0.070
H -3.102 -2.437 -1.803 0.001 -0.010 0.008 0.067
H -1.211 -0.770 -0.085 0.007 0.009 0.013 0.066
H -2.459 -1.809 0.547 0.002 -0.013 -0.009 0.122
H -1.595 -4.128 -1.677 -0.004 -0.002 0.006 0.114
H -0.679 -5.007 -0.467 -0.002 -0.003 -0.006 0.107
H -3.070 -5.494 -0.208 0.000 -0.003 0.001 0.076
H -2.481 -4.642 1.214 -0.003 0.003 -0.015 0.075
H -3.455 -3.793 0.006 -0.001 0.003 -0.017 0.063
H 0.114 -2.645 -2.142 0.017 -0.013 -0.002 0.111
H 0.846 -1.583 -0.972 -0.001 0.033 -0.014 0.096
H 2.450 -3.293 -1.685 0.008 -0.006 0.010 0.076
H 2.099 -3.525 0.028 0.007 0.008 0.010 0.077
H 1.382 -4.595 -1.167 -0.009 0.004 -0.001 0.075
H -0.098 -2.921 3.948 0.019 -0.005 0.013 0.130
H 1.580 -2.917 3.384 0.009 -0.002 -0.017 0.139
H -0.124 -0.484 4.142 -0.012 -0.019 -0.024 0.170
H 2.210 3.092 3.619 0.018 -0.012 -0.002 0.129
H 3.202 2.292 2.397 -0.015 -0.027 -0.047 0.134
H 0.533 3.392 2.012 -0.031 -0.044 0.019 0.142
H -0.602 2.889 0.065 -0.023 0.020 0.015 0.145
H 1.085 4.767 -0.066 -0.003 -0.005 0.005 0.110
H 1.638 4.117 -1.591 0.001 -0.010 0.002 0.132
H -1.312 4.687 -1.136 -0.010 -0.004 -0.006 0.108
H -0.243 6.021 -1.471 -0.006 -0.001 0.007 0.107
H -1.498 5.048 -3.449 -0.005 0.001 0.003 0.107
H 0.204 5.362 -3.666 0.003 0.000 -0.005 0.107
H -0.745 3.177 -4.607 0.012 -0.005 -0.006 0.106
H 0.783 3.093 -3.775 0.006 0.010 0.007 0.109
H -1.782 2.474 -2.266 -0.001 0.001 0.005 0.118
H -1.022 1.287 -3.296 -0.007 0.000 0.000 0.105
H 1.140 1.574 -2.049 0.004 0.008 0.009 0.125
H -0.156 0.824 -1.160 -0.021 0.006 0.008 0.091
H 2.380 -0.764 2.461 -0.021 0.021 -0.035 0.182
H 0.820 -0.527 0.663 0.013 0.015 -0.034 0.090
H -0.485 0.000 1.749 0.032 0.027 0.038 0.131
```
Forces are in eV/Å.

## Properties
Orbital gap = 9.77 eV
HOMO energy = -9.34 eV
SMILES string = CCC(CC)(CC)C(=O)N1C[C@H]2ON=C(CNC(=O)C3CCCCCC3)[C@@H]2C1

---

# 2
Density functional theory data (the ωB97M-V functional and the def2-TZVPD basis) for a structure of composition C31H27BrF5O5PS3W.

Structure (XYZ):
```
74
Properties=species:S:1:pos:R:3:forces:R:3:lowdin_charge:R:1
W -0.516 0.701 0.247 0.462 0.636 -0.242 0.623
O 1.826 -2.558 0.795 0.050 0.075 -0.130 0.124
C 1.732 -1.554 0.144 0.048 0.090 0.141 -0.483
O 0.711 -0.715 0.335 -0.050 -0.108 -0.108 -0.302
C 2.776 -1.126 -0.850 -0.227 -0.053 0.146 -0.116
C 3.845 -2.013 -0.972 0.090 -0.035 -0.044 -0.006
C 4.911 -1.727 -1.799 -0.002 0.070 -0.040 -0.053
C 4.922 -0.533 -2.514 -0.016 -0.084 0.058 -0.052
C 3.860 0.342 -2.404 -0.019 -0.002 0.005 -0.090
C 2.764 0.063 -1.580 -0.073 -0.015 0.059 -0.295
P 1.411 1.322 -1.589 0.069 -0.078 0.032 1.044
C 1.316 1.516 -3.412 -0.076 0.154 0.095 -0.410
C 1.181 0.346 -4.152 0.023 -0.107 -0.032 -0.128
C 1.016 0.387 -5.524 -0.002 0.031 -0.030 -0.071
C 0.985 1.608 -6.184 -0.007 0.005 0.026 -0.079
C 1.142 2.778 -5.459 0.012 -0.048 0.024 -0.075
C 1.308 2.734 -4.080 0.024 0.000 -0.066 -0.104
C 2.319 2.777 -0.946 -0.060 0.004 -0.033 -0.371
C 3.445 2.602 -0.145 0.046 -0.039 0.045 -0.090
C 4.071 3.688 0.448 -0.019 0.053 -0.013 -0.073
C 3.587 4.971 0.240 0.002 -0.062 -0.010 -0.076
C 2.458 5.157 -0.543 0.001 -0.018 -0.005 -0.073
C 1.819 4.069 -1.116 -0.005 0.020 -0.008 -0.180
H 3.816 -2.925 -0.393 -0.002 -0.006 0.004 0.122
H 5.732 -2.425 -1.882 0.037 -0.009 -0.017 0.108
H 5.754 -0.287 -3.158 0.033 0.003 -0.020 0.109
H 3.872 1.264 -2.972 0.005 -0.016 0.005 0.119
H 1.237 -0.614 -3.655 -0.037 -0.025 0.025 0.099
H 0.916 -0.537 -6.078 -0.005 -0.029 -0.029 0.108
H 0.850 1.646 -7.257 0.001 -0.002 -0.011 0.104
H 1.138 3.735 -5.962 -0.001 0.026 -0.016 0.106
H 1.445 3.660 -3.546 -0.018 0.047 0.045 0.086
H 3.839 1.611 0.034 0.009 0.004 0.000 0.106
H 4.937 3.528 1.075 0.029 -0.011 0.015 0.107
H 4.079 5.818 0.697 0.015 0.033 0.019 0.104
H 2.057 6.150 -0.693 -0.009 0.020 -0.002 0.108
H 0.902 4.233 -1.662 -0.004 -0.002 -0.046 0.065
C -1.019 -2.475 -3.070 0.091 -0.022 0.001 -0.111
O -0.576 -2.734 -1.755 -0.097 -0.093 -0.036 -0.198
C -1.357 -3.773 -1.191 -0.180 0.056 -0.172 -0.208
C -0.958 -4.052 0.223 0.204 -0.126 0.229 -0.225
O -1.377 -3.003 1.060 -0.055 0.062 0.030 -0.205
C -1.027 -3.249 2.405 -0.010 0.003 0.017 -0.115
H -0.660 -3.245 -3.765 0.001 -0.010 -0.009 0.097
H -0.636 -1.504 -3.381 -0.016 0.002 0.023 0.061
H -2.111 -2.449 -3.115 -0.029 0.061 -0.018 0.082
H -1.241 -4.693 -1.784 0.004 0.051 0.029 0.131
H -2.418 -3.479 -1.218 0.106 -0.062 0.021 0.133
H 0.131 -4.181 0.295 -0.094 -0.026 -0.030 0.121
H -1.435 -4.994 0.540 0.033 0.031 -0.051 0.131
H -1.469 -4.192 2.756 0.028 0.032 -0.002 0.089
H -1.425 -2.428 3.000 0.036 -0.031 -0.025 0.058
H 0.062 -3.296 2.522 -0.057 0.000 0.007 0.083
F 1.679 2.988 6.317 0.076 0.061 0.104 0.137
C 0.933 2.399 5.391 -0.091 -0.069 -0.108 -0.136
C 1.407 2.261 4.099 -0.122 -0.041 0.021 -0.140
F 2.615 2.711 3.772 0.091 0.033 -0.028 0.132
C 0.603 1.646 3.161 0.120 0.036 -0.056 -0.222
F 1.116 1.522 1.902 0.047 -0.055 0.007 -0.046
C -0.658 1.153 3.429 -0.062 -0.046 -0.088 -0.455
S -1.680 0.367 2.206 -0.177 -0.150 0.284 0.630
C -1.101 1.307 4.738 -0.009 0.014 0.059 -0.232
F -2.305 0.861 5.093 -0.044 -0.026 -0.022 0.099
C -0.327 1.918 5.709 0.094 0.001 -0.138 -0.139
F -0.784 2.051 6.949 -0.057 0.007 0.120 0.135
Br -0.960 3.130 0.248 -0.073 -0.026 0.041 0.210
C -3.938 0.068 -4.388 0.005 -0.006 0.038 -0.094
O -3.500 -0.233 -3.056 -0.102 -0.106 -0.296 -0.248
C -2.572 0.547 -2.522 0.034 0.316 0.277 -1.200
S -1.893 1.845 -3.230 0.026 -0.141 0.039 0.724
S -2.381 0.025 -0.820 -0.032 -0.225 -0.132 0.553
H -4.716 -0.658 -4.607 0.021 0.004 0.013 0.094
H -3.106 -0.021 -5.087 -0.029 0.002 0.029 0.082
H -4.326 1.086 -4.427 -0.005 -0.034 -0.018 0.078
```
Forces are in eV/Å.

## Properties
Orbital gap = 7.14 eV
HOMO energy = -7.89 eV

---

# 3
Density functional theory data (the ωB97M-V functional and the def2-TZVPD basis) for a structure of composition C35H37FeN11O2S2.

Structure (XYZ):
```
88
Properties=species:S:1:pos:R:3:forces:R:3:lowdin_spin:R:1
Fe -0.134 -0.163 -0.183 -0.051 -0.068 0.589 4.135
C 1.820 1.589 -6.355 0.012 0.004 -0.051 0.004
C 1.220 1.576 -4.979 -0.034 0.002 0.071 0.022
C 1.475 2.603 -4.067 -0.029 -0.035 0.020 -0.003
C 0.936 2.590 -2.798 -0.092 0.078 0.099 0.024
C 0.091 1.557 -2.371 0.176 0.092 -0.050 0.016
N -0.460 1.528 -1.074 0.220 -0.170 -0.280 0.259
C -1.077 2.695 -0.627 -0.124 0.055 0.210 0.010
C -1.675 3.576 -1.544 0.050 -0.092 0.083 0.035
C -2.422 4.662 -1.150 -0.010 0.006 -0.004 -0.006
C -2.638 4.920 0.200 0.038 -0.055 0.062 0.035
C -3.504 6.059 0.656 -0.015 0.053 0.013 0.006
C -2.049 4.068 1.119 -0.008 -0.026 -0.064 -0.007
C -1.257 2.984 0.739 -0.083 0.097 -0.199 0.034
N -0.645 2.237 1.785 0.201 0.022 0.132 0.008
C -0.507 2.621 3.078 0.038 0.004 -0.045 0.007
C 0.153 1.626 3.752 -0.017 0.009 -0.017 0.006
C 0.398 0.649 2.785 0.103 -0.032 0.010 0.010
N -0.069 1.029 1.606 -0.275 -0.114 -0.117 0.062
C -0.114 0.510 -3.266 0.114 0.062 -0.195 0.022
C 0.434 0.521 -4.544 0.007 0.031 0.003 -0.004
N -0.834 -0.648 -2.865 -0.006 -0.629 0.064 0.007
C -1.880 -1.245 -3.460 -0.038 0.104 -0.063 0.010
C -2.049 -2.486 -2.884 0.041 0.055 -0.024 0.006
C -1.032 -2.572 -1.934 0.060 -0.165 0.070 0.012
N -0.278 -1.479 -1.927 -0.259 0.599 -0.093 0.040
H 1.981 2.609 -6.701 0.003 -0.001 -0.001 0.000
H 2.787 1.082 -6.362 0.005 -0.001 0.002 0.002
H 1.177 1.084 -7.074 0.001 -0.011 0.006 0.000
H 2.115 3.427 -4.358 0.002 0.003 -0.012 0.000
H 1.152 3.393 -2.106 -0.001 0.012 -0.004 0.000
H -1.572 3.369 -2.599 0.025 -0.025 -0.039 0.001
H -2.863 5.306 -1.901 -0.006 0.005 -0.002 -0.001
H -3.538 6.851 -0.091 0.000 -0.006 -0.007 0.000
H -4.530 5.726 0.829 -0.003 -0.001 -0.005 0.003
H -3.137 6.489 1.588 -0.005 -0.004 0.005 0.001
H -2.226 4.259 2.167 0.002 -0.013 0.030 -0.001
H -0.858 3.572 3.430 -0.003 0.023 -0.005 0.001
H 0.421 1.612 4.792 0.009 0.002 0.005 0.000
H 0.887 -0.307 2.873 -0.021 -0.013 0.012 0.000
H 0.247 -0.327 -5.193 -0.002 -0.001 -0.016 -0.001
H -2.426 -0.740 -4.240 0.008 -0.022 -0.010 0.001
H -2.803 -3.218 -3.112 -0.008 0.000 -0.013 0.000
H -0.814 -3.371 -1.242 -0.042 0.022 0.039 0.000
O -3.039 -3.948 2.678 0.017 0.105 -0.079 0.001
C -1.751 -4.233 2.922 0.000 -0.014 0.019 0.000
C -1.490 -5.336 3.739 0.033 0.019 -0.008 0.000
C -0.194 -5.694 4.039 -0.016 -0.022 0.012 0.000
C 0.882 -4.965 3.532 0.007 0.027 -0.013 0.000
C 0.630 -3.879 2.723 0.009 -0.014 0.004 0.000
C -0.675 -3.490 2.401 -0.042 0.069 -0.045 0.003
C -0.861 -2.319 1.517 -0.179 -0.158 0.173 0.006
O 0.190 -1.739 1.049 0.119 0.156 -0.376 0.083
N -2.088 -1.930 1.252 0.231 -0.172 0.089 0.008
N -2.132 -0.860 0.367 -0.529 0.316 -0.004 0.057
C -3.327 -0.384 0.227 0.511 -0.149 -0.063 0.013
S -3.697 0.813 -0.987 -0.002 -0.012 0.019 0.004
C -5.223 1.338 -0.172 -0.049 -0.002 0.021 0.000
C -5.907 0.092 0.361 -0.029 0.078 0.014 0.001
S -4.667 -0.924 1.208 0.053 -0.015 -0.021 0.008
H -3.066 -3.155 2.096 0.000 -0.044 0.031 0.000
H -2.333 -5.891 4.125 -0.007 -0.001 0.000 0.000
H -0.014 -6.550 4.675 0.003 -0.002 0.001 0.000
H 1.897 -5.248 3.771 0.004 -0.003 0.002 0.000
H 1.445 -3.297 2.313 -0.002 -0.008 0.007 0.000
H -5.832 1.854 -0.912 -0.017 -0.014 0.000 0.000
H -4.980 2.030 0.635 0.023 0.002 -0.015 0.000
H -6.370 -0.484 -0.439 0.031 -0.016 -0.008 0.000
H -6.665 0.351 1.099 -0.029 -0.022 -0.016 0.000
C 5.966 -0.659 2.170 -0.019 0.024 0.022 0.000
C 5.714 -1.807 1.201 0.026 -0.027 -0.042 0.000
C 4.639 -2.755 1.725 -0.019 -0.020 0.012 0.000
C 5.388 -1.301 -0.207 -0.015 0.004 -0.005 0.000
N 4.097 -0.618 -0.273 -0.158 0.003 -0.109 0.002
C 2.878 -1.109 -0.480 0.086 0.065 0.096 0.005
N 2.029 -0.112 -0.387 -0.194 -0.053 0.038 0.048
N 2.747 0.996 -0.123 0.042 0.066 -0.020 0.002
N 3.985 0.703 -0.054 0.086 0.005 0.007 0.003
H 6.247 -1.046 3.150 0.009 -0.008 0.000 0.000
H 5.072 -0.047 2.300 -0.004 -0.003 0.004 0.000
H 6.767 -0.006 1.822 0.005 -0.001 -0.008 0.000
H 6.641 -2.376 1.080 0.006 0.021 0.014 0.000
H 3.701 -2.226 1.918 0.003 0.008 -0.004 0.000
H 4.955 -3.198 2.669 0.007 0.003 0.004 0.000
H 4.436 -3.573 1.029 0.005 -0.001 -0.012 0.000
H 5.344 -2.123 -0.921 0.000 -0.008 0.022 0.000
H 6.125 -0.579 -0.554 0.027 -0.030 0.024 0.000
H 2.635 -2.140 -0.672 -0.011 -0.007 0.003 0.000
```
Forces are in eV/Å.

## Properties
Orbital gap (spin up / spin down) = 8.22 / 6.25 eV
Net charge = +1
HOMO energy (spin up / spin down) = -10.05 / -10.03 eV
Multiplicity = 6

---

What did we get for ΔE to the lowest compared entry with this formula, charge and spin? Answer: 43.3 0.0 0.0 kcal per mole, in the order shown.
What did we get for electronic energy? Answer: -34026.7573 -170073.1644 -113435.0971 eV, in the order shown.